The following is a quantum chemistry calculation of 10 unconnected molecules or ions with the total composition C38H88F12N6O16S4, from OMol25.

Values from the calculation:
- total charge = +2
- spin multiplicity = 1
- E_tot (Ha) = -5823.618099
- F_max (Eh/bohr) = 0.08708
- highest occupied orbital energy (eV) = -11.76

Last column: Mulliken charge in e.
CARTESIAN COORDINATES (ANGSTROEM)
C 10.0476 5.0589 -4.6448  -1.203
C 9.0267 3.9380 -4.2168  -0.377
C 7.8026 4.7159 -3.7805  -0.554
C 6.7066 3.8712 -3.2012  -1.043
N 5.4626 4.6262 -2.7347  1.094
C 4.5510 3.5964 -2.0778  -0.083
C 3.3283 3.4800 -2.9480  -0.070
C 3.1772 4.8841 -3.5644  -0.753
C 4.6029 5.2964 -3.8314  -0.720
C 5.8325 5.7285 -1.7568  -1.473
H 11.0458 4.6925 -5.0485  0.352
H 10.2758 5.5334 -3.6899  0.316
H 9.6094 5.7464 -5.3543  0.338
H 9.4522 3.4057 -3.3324  0.296
H 8.7630 3.2636 -5.0492  0.343
H 7.3470 5.2484 -4.6966  0.320
H 7.9987 5.5223 -3.0721  0.363
H 7.0687 3.2332 -2.3619  0.346
H 6.3126 3.1590 -3.9266  0.437
H 4.3223 4.0289 -1.1193  -0.598
H 5.1743 2.7179 -2.0171  0.280
H 2.5556 3.0568 -2.3076  0.088
H 3.4575 2.6749 -3.6316  0.380
H 2.7355 5.6687 -2.9071  0.206
H 2.5362 4.9039 -4.4262  0.529
H 4.8325 6.3589 -3.7902  0.454
H 4.9661 4.8940 -4.7992  0.356
H 6.1239 5.2239 -0.8733  0.281
H 4.9778 6.4241 -1.7716  0.554
H 6.6616 6.3158 -2.1577  0.457
C -0.8124 4.8572 -1.3062  -0.750
C -1.8363 5.1214 -0.1569  -0.775
C -2.9136 4.0005 -0.1816  -0.482
C -2.2924 2.6134 0.1753  0.524
N -3.4241 1.5548 0.0238  0.603
C -4.4313 1.6654 1.0998  -0.590
C -4.8431 0.2313 1.5355  -0.647
C -3.8951 -0.7160 0.6460  0.272
C -2.7541 0.2296 0.2259  0.189
C -4.0394 1.5698 -1.3350  -1.006
H -0.0571 5.6586 -1.4123  0.347
H -1.2357 4.7708 -2.3090  0.436
H -0.2699 3.8816 -1.1578  -0.058
H -2.2809 6.1174 -0.1930  0.459
H -1.3047 5.1086 0.8308  0.181
H -3.1950 4.0021 -1.2308  0.298
H -3.8088 4.3117 0.3858  0.340
H -2.0345 2.6473 1.2435  -0.399
H -1.4979 2.3090 -0.5010  0.066
H -5.2883 2.2522 0.7137  0.416
H -4.0052 2.2107 1.9240  0.324
H -5.8873 0.0458 1.3645  0.484
H -4.5576 0.0901 2.5913  -0.031
H -4.4391 -1.1519 -0.1996  0.611
H -3.4059 -1.4422 1.3248  -0.371
H -2.2090 0.0356 -0.6827  -0.269
H -2.0619 0.3156 1.0808  -0.045
H -4.5857 2.4685 -1.5519  0.344
H -4.8017 0.7883 -1.3337  0.502
H -3.2811 1.4732 -2.1077  0.159
C 1.5196 -3.6965 -6.4858  -1.586
C -0.0010 -3.5095 -6.3185  -0.013
C -0.6084 -4.6519 -5.5142  -0.604
O -2.0006 -4.3762 -5.1860  -0.290
C -2.8276 -4.6056 -6.3461  -0.799
N -0.2494 -2.3061 -5.4558  -0.072
H 0.1879 -1.4951 -5.8551  0.345
H -1.3029 -2.2081 -5.3527  0.408
H 0.1967 -2.3499 -4.4454  0.360
H 1.9591 -2.9525 -7.1233  0.453
H 1.7729 -4.6451 -6.9373  0.422
H 2.0410 -3.7520 -5.5155  0.330
H -0.4026 -3.3504 -7.3091  0.403
H -0.1766 -4.8190 -4.5690  0.445
H -0.5220 -5.5512 -6.2089  0.373
H -2.3106 -4.2367 -7.2396  0.325
H -3.6812 -3.9827 -6.2671  0.306
H -3.1072 -5.6306 -6.4359  0.295
C 3.3858 -0.5119 1.5081  -1.597
C 2.4395 0.6653 1.7122  1.185
C 1.9330 0.8984 3.1148  -0.958
O 1.3253 2.2742 3.2010  0.177
C 1.7257 2.8574 4.4227  -0.968
N 3.1825 1.9552 1.3851  0.128
H 2.6046 2.8045 1.5683  0.269
H 4.0750 2.0815 1.8772  0.417
H 3.4199 2.0783 0.4174  0.167
H 2.9703 -1.4169 1.9084  0.414
H 4.2360 -0.3226 2.2075  0.441
H 3.7201 -0.7079 0.4817  0.364
H 1.5627 0.6050 0.9815  -0.328
H 2.7578 0.9729 3.8596  0.551
H 1.1685 0.1930 3.4160  0.175
H 2.8032 2.9077 4.5342  0.453
H 1.2948 2.2624 5.2545  0.130
H 1.4349 3.8990 4.4983  0.221
C -1.9405 0.0861 8.5347  -1.514
C -1.9599 -1.0430 7.5204  1.379
C -1.3270 -2.2857 8.1396  -0.700
O -1.6905 -3.3974 7.3154  -0.410
C -1.0512 -3.4470 6.0217  -0.215
N -3.4193 -1.3991 7.1579  -0.194
H -4.0065 -0.5896 6.8624  0.381
H -3.4374 -1.9741 6.3491  0.211
H -3.8394 -1.9039 7.9678  0.401
H -0.9263 0.2489 8.9192  0.376
H -2.5221 -0.2471 9.4370  0.422
H -2.4858 0.9204 8.0936  0.354
H -1.5774 -0.7667 6.5625  -0.705
H -1.7475 -2.3169 9.1667  0.377
H -0.2223 -2.2457 8.1468  0.352
H -1.4053 -2.6687 5.2986  0.000
H -1.1685 -4.4775 5.6463  0.150
H -0.0352 -3.1827 6.2822  0.365
C -2.4900 -7.3856 -0.3402  -1.377
C -3.7683 -8.0060 0.2824  0.211
C -4.9958 -7.7799 -0.6305  -0.669
O -4.8405 -8.5836 -1.7929  -0.354
C -5.0591 -7.9317 -3.0304  -0.779
N -3.5631 -9.5629 0.2646  -0.269
H -4.3746 -10.0314 0.5261  0.322
H -3.4127 -9.8588 -0.7214  0.364
H -2.7902 -9.7636 0.9057  0.343
H -2.4677 -7.6651 -1.3506  0.492
H -1.6417 -7.7127 0.2346  0.430
H -2.4892 -6.3056 -0.1124  0.173
H -3.9266 -7.7832 1.3346  0.418
H -5.0143 -6.7103 -0.9104  0.411
H -5.9565 -8.1261 -0.2467  0.384
H -4.9621 -8.6858 -3.8539  0.252
H -4.3359 -7.1255 -3.2294  0.302
H -6.0499 -7.5506 -3.1234  0.356
C -3.7122 -4.1022 2.4546  0.645
F -2.8885 -3.2011 2.9963  -0.224
F -4.9794 -3.7597 2.7031  -0.269
F -3.4603 -4.0779 1.1448  -0.214
S -3.3350 -5.7351 3.1667  1.340
O -4.4866 -6.5326 2.7671  -0.880
O -2.1737 -6.1726 2.5376  -0.706
O -3.3252 -5.5246 4.5546  -0.638
C 2.0103 6.5228 1.7053  0.538
F 1.5870 6.1172 2.9333  -0.220
F 0.9860 6.5589 0.8631  -0.189
F 2.5006 7.7430 1.8141  -0.217
S 3.3567 5.3953 1.0398  1.141
O 4.3410 5.0644 2.0670  -0.771
O 2.5815 4.2270 0.6945  -0.814
O 3.7306 6.0754 -0.1372  -0.527
C -2.3155 2.0011 4.4307  0.214
F -1.5913 2.6529 3.5315  -0.058
F -2.2406 2.5568 5.6192  -0.210
F -3.6423 2.1180 3.9812  -0.305
S -1.8676 0.2672 4.4341  1.359
O -2.9969 -0.1621 5.1639  -0.695
O -1.8547 -0.2786 3.1378  -0.632
O -0.6381 0.2780 5.1270  -0.930
C -0.1230 0.6558 -3.5376  0.600
F -0.9165 0.4895 -4.6463  -0.267
F 1.0502 1.0899 -3.9779  -0.226
F -0.6918 1.6393 -2.7936  -0.151
S 0.0260 -0.8767 -2.5290  0.805
O 1.0531 -1.6140 -3.2859  -0.856
O 0.3613 -0.3557 -1.2288  -0.365
O -1.2769 -1.4661 -2.5592  -0.708